1.
3 unconnected molecules or ions with the total composition C21H29Br2F6N3O7, computed with the ωB97M-V functional and the def2-TZVPD basis.

LUMO energy in eV: 0.04
Energy in eV: -197439.516
Gap between HOMO and LUMO in eV: 9.28
SMILES: CCCN[C@]1(/C(Br)=C(\C)Br)C[C@H](C(=O)C(F)(F)C(F)(F)C(F)(F)C(=O)O)C(=O)O1.CN(C)C=O.CN(C)C=O

```
68
Properties=species:S:1:pos:R:3:mulliken_charge:R:1
Br 1.012 3.424 -0.938 -0.134
Br 2.209 0.962 0.891 -0.041
F 3.595 -3.562 -2.698 -0.277
F 4.036 -1.152 -1.688 -0.222
F 1.908 -0.797 -3.964 -0.240
F 3.764 0.538 -3.027 -0.305
F 3.576 -1.623 -5.084 -0.356
F 2.348 -3.665 -4.477 -0.323
O -1.696 0.381 7.188 -0.607
O 6.145 -0.043 -3.994 -0.474
O 5.991 -2.198 -3.379 -0.466
O 0.504 -3.826 -2.711 -0.509
O 1.679 -3.504 0.420 -0.620
O 0.733 -1.505 0.809 -0.253
O -3.548 3.056 -3.092 -0.549
N -1.398 -0.569 0.706 -0.283
N -3.612 3.079 -5.359 0.112
N -0.083 -0.997 7.989 0.104
C 0.622 -2.257 7.893 -0.917
C -3.951 3.531 -4.137 0.130
C -4.127 3.677 -6.573 -0.923
C 0.587 0.771 -0.069 -0.612
C -2.697 1.955 -5.453 -0.864
C 3.039 -1.531 -3.856 0.537
C 0.102 1.777 -0.792 0.852
C 1.306 -2.971 -2.491 -0.593
C -1.613 0.367 1.808 -0.724
C -1.166 1.765 -1.595 -1.758
C -1.078 -0.665 7.142 0.212
C -0.909 1.113 4.116 -1.368
C -0.129 -0.594 0.050 0.689
C 2.595 -2.951 -3.377 0.901
C -0.851 -0.010 3.076 0.142
C 0.283 -0.048 9.026 -0.940
C 4.085 -0.749 -2.989 1.046
C 1.249 -2.470 0.018 0.080
C 1.129 -1.951 -1.406 1.782
C 5.538 -0.935 -3.500 0.193
C -0.241 -1.293 -1.317 -1.323
H -3.314 4.066 -7.190 0.335
H -0.876 2.099 3.643 0.392
H 0.187 -0.236 2.834 0.098
H -1.372 1.402 1.529 0.206
H -0.435 -0.633 -2.159 0.543
H 1.871 -1.151 -1.452 -0.384
H -1.842 0.968 -1.298 0.095
H -1.322 -0.905 3.490 0.289
H -1.811 1.064 4.725 0.336
H -0.924 1.629 -2.652 0.258
H -0.568 0.158 9.675 0.293
H -3.108 1.081 -4.944 0.284
H -4.642 4.389 -4.169 0.253
H 0.604 0.896 8.586 0.279
H -4.791 4.500 -6.316 0.288
H -2.155 -0.543 0.040 0.390
H -4.689 2.947 -7.158 0.335
H -1.034 -2.042 -1.256 0.487
H -1.741 2.200 -4.989 0.233
H -1.695 2.710 -1.506 0.673
H -2.535 1.717 -6.501 0.376
H 1.095 -0.467 9.616 0.386
H 0.219 -2.834 7.063 0.294
H -0.059 1.056 4.797 0.291
H -1.283 -1.444 6.387 0.231
H -2.683 0.344 2.026 0.570
H 5.778 -2.568 -2.510 0.385
H 1.688 -2.095 7.715 0.341
H 0.508 -2.839 8.809 0.342
```


2.
A molecular structure, C21H29BrFeN9OS3, computed with the ωB97M-V functional and the def2-TZVPD basis.

ΔE to the lowest compared entry with this formula, charge and spin in kJ/mol: 22.7
Total charge: -1
LUMO energy (alpha / beta) in eV: 2.19 / 2.19
Energy in eV: -174643.463
⟨S²⟩: 6.015
Gap between HOMO and LUMO (alpha / beta) in eV: 6.57 / 6.59
2S+1: 5

```
65
Properties=species:S:1:pos:R:3:lowdin_spin:R:1
Br -1.521 -2.941 -6.300 0.002
Fe -0.711 0.127 -0.291 3.661
S -2.020 4.357 0.832 0.011
S -2.646 1.547 -0.052 0.069
S -0.264 -0.527 2.053 0.039
O 1.532 -1.876 -0.567 0.011
N 2.146 -2.207 -2.730 0.002
N -2.389 -2.081 2.256 0.007
N 1.806 3.250 0.358 0.001
N 0.997 1.436 -0.422 0.032
N -2.849 4.082 4.485 0.003
N -0.581 -2.972 1.085 0.009
N -3.992 0.156 3.061 0.002
N 2.840 2.431 0.091 0.005
N 2.347 1.348 -0.378 0.003
C 1.975 -2.970 -3.945 0.000
C 2.075 4.306 2.594 0.000
C -1.373 -2.093 -4.596 0.007
C -2.891 3.370 3.577 0.001
C -3.417 -2.975 1.758 0.001
C 0.680 2.632 0.022 0.007
C -1.157 -1.970 1.793 0.013
C -0.696 -4.382 1.420 0.001
C -3.528 1.186 2.808 0.002
C -1.846 -2.741 -3.470 0.001
C 1.935 4.508 1.082 0.000
C 3.454 3.773 2.977 0.000
C -0.771 -0.852 -4.507 0.000
C -1.062 -0.884 -2.067 0.043
C 0.961 3.421 3.148 0.000
C -2.557 2.789 1.196 0.017
C -2.972 2.447 2.493 0.006
C 1.463 -2.501 -1.615 0.004
C 2.950 -1.003 -2.797 0.000
C -0.626 -0.271 -3.251 0.018
C -1.689 -2.126 -2.230 0.018
H 3.543 3.711 4.063 0.000
H -0.303 3.087 0.133 0.001
H -0.419 -0.351 -5.401 0.000
H -2.756 -1.248 2.724 0.000
H 2.939 -0.514 -1.824 0.000
H -2.054 -2.659 -1.357 0.002
H 1.087 2.385 2.817 0.000
H 2.937 -3.356 -4.292 0.000
H 1.302 -3.807 -3.765 0.000
H -3.207 -3.260 0.727 0.000
H -0.029 3.763 2.838 0.000
H -0.103 -4.947 0.704 0.000
H -3.518 -3.874 2.369 0.000
H -0.147 0.703 -3.204 0.002
H 0.319 -2.676 0.706 0.000
H -0.313 -4.588 2.424 0.000
H 2.798 5.037 0.676 0.000
H -1.719 -4.744 1.363 0.000
H 4.254 4.417 2.604 0.000
H 1.024 5.064 0.861 0.000
H 3.612 2.774 2.570 0.000
H 3.976 -1.248 -3.079 0.000
H 2.534 -0.322 -3.544 0.000
H -2.326 -3.708 -3.558 0.000
H 1.961 5.310 3.015 0.000
H 0.822 -3.389 -1.734 0.000
H 1.538 -2.350 -4.732 0.000
H 0.997 3.415 4.238 0.000
H -4.355 -2.425 1.787 0.000
```


3.
A molecular structure, C21H29ClN2O6RhS2Sb2 at a distorted geometry, computed with the ωB97M-V functional and the def2-TZVPD basis.

ΔE to the lowest compared entry with this formula, charge and spin in kJ/mol: 120.2
Total charge: +1
LUMO energy (alpha / beta) in eV: -2.19 / -5.00
Energy in eV: -87772.447
⟨S²⟩: 6.016
Gap between HOMO and LUMO (alpha / beta) in eV: 8.31 / 6.02
2S+1: 5

```
64
Properties=species:S:1:pos:R:3:lowdin_spin:R:1
Sb -1.460 -0.603 -0.933 0.102
Sb -0.981 2.712 1.599 0.371
Rh -0.745 -1.498 1.496 2.358
Cl -3.618 -1.647 1.901 0.007
S 3.083 1.414 1.876 0.008
S 0.292 0.411 3.004 0.382
O -4.216 -1.829 0.592 0.002
O 0.583 -3.560 2.953 0.016
O 0.339 -3.477 0.782 0.060
O -2.554 -2.670 2.018 0.078
O -4.489 -1.865 3.031 0.013
O -3.023 -0.283 1.972 0.066
N 1.632 -0.682 1.175 0.115
N 0.272 -6.248 2.981 0.001
C 0.616 -5.647 1.706 0.002
C 5.254 -0.520 -0.917 0.014
C 2.856 -0.750 0.464 0.008
C -0.930 4.269 -3.420 0.001
C -3.138 0.532 -1.279 0.030
C 0.522 -4.129 1.793 0.007
C 3.729 0.298 0.754 0.015
C 0.358 2.707 -0.171 0.060
C 0.181 0.387 -2.061 0.025
C 4.943 0.403 0.095 -0.003
C -0.672 4.103 -2.031 0.006
C -0.621 3.212 -4.291 0.005
C -0.290 2.840 -1.522 0.003
C -0.186 2.042 -3.815 0.002
C 1.680 0.385 1.955 0.017
C 0.232 3.946 2.921 0.019
C -2.710 3.930 1.247 0.130
C -1.867 -2.277 -2.169 0.022
C 3.138 -1.743 -0.500 0.011
C 4.378 -1.583 -1.137 0.000
C -0.070 1.821 -2.477 0.006
H -0.159 3.911 3.955 0.000
H 2.442 -2.459 -0.838 0.001
H -2.863 1.422 -1.917 0.002
H -0.718 -6.379 3.026 0.000
H -3.209 3.771 0.326 0.002
H -1.684 -2.058 -3.224 0.003
H 0.974 1.852 -0.103 0.000
H 0.510 -0.288 -2.870 0.002
H 6.117 -0.259 -1.611 0.001
H -3.768 -0.116 -1.903 0.002
H -1.228 -3.087 -1.770 0.000
H -0.816 4.952 -1.360 0.000
H 0.442 -4.344 3.548 0.000
H 4.575 -2.191 -2.027 0.000
H -0.020 -6.026 0.812 0.000
H -3.486 3.480 1.938 0.000
H 0.317 4.949 2.530 0.004
H 1.250 3.502 3.025 0.001
H -1.248 5.229 -3.782 0.000
H -2.645 5.011 1.365 0.013
H -0.021 1.189 -4.471 0.000
H 1.623 -5.878 1.432 0.000
H -2.857 -2.679 -2.172 0.000
H -3.575 0.715 -0.353 0.001
H -0.745 3.446 -5.277 0.000
H 0.965 0.220 -1.316 0.001
H 0.738 -7.092 3.124 0.000
H 0.940 3.615 -0.002 0.009
H 5.629 1.193 0.322 0.000
```


4.
C21H29FN2O2 in the gas phase, computed with the ωB97M-V functional and the def2-TZVPD basis.

ΔE to the lowest compared entry with this formula, charge and spin in kJ/mol: 6.9
LUMO energy in eV: 0.61
Energy in eV: -32042.383
Gap between HOMO and LUMO in eV: 10.03
SMILES: O=C(NCCCC1CCCC1)[C@@H]1CCC(=O)N(Cc2cccc(F)c2)C1

```
55
Properties=species:S:1:pos:R:3:mulliken_charge:R:1
F 2.141 3.392 0.687 -0.372
O 0.429 -1.487 2.591 -0.688
O -1.468 -1.285 -2.508 -0.689
N 1.493 -1.859 0.651 0.102
N -0.016 -0.074 -1.286 0.312
C -5.499 1.347 -0.122 -0.687
C 1.576 -2.366 -0.704 -0.913
C 2.460 1.075 0.940 -0.173
C -1.862 1.290 0.600 -0.848
C -5.276 0.748 1.262 -0.776
C 4.190 0.000 -0.329 -0.580
C -0.504 -1.232 -1.769 0.295
C -3.975 -0.040 1.098 -1.114
C -0.866 -2.525 0.881 0.372
C 2.815 2.272 0.349 0.498
C -0.595 1.206 -1.635 -1.333
C -1.000 2.038 -0.418 -0.382
C 3.836 2.362 -0.579 -0.736
C 2.752 -1.391 1.212 -1.655
C 0.402 -1.928 1.456 0.674
C 0.212 -2.524 -1.360 0.186
C -0.684 -3.316 -0.405 -1.386
C -3.156 0.712 0.023 1.176
C -4.097 1.804 -0.517 -1.081
C 3.160 -0.077 0.601 0.693
C 4.526 1.210 -0.912 -0.598
H 5.329 1.257 -1.631 0.391
H -1.653 -3.495 -0.870 0.487
H -2.907 0.020 -0.784 0.047
H 2.075 -3.347 -0.689 0.513
H -6.103 0.120 1.591 0.413
H 4.742 -0.891 -0.590 0.429
H -1.271 0.485 1.043 -0.066
H -1.310 -3.142 1.665 0.580
H 0.335 -3.093 -2.287 0.499
H -0.103 2.397 0.089 0.083
H -2.114 1.982 1.407 0.549
H 0.742 -0.063 -0.622 -0.181
H -5.849 0.574 -0.809 0.295
H -1.461 0.990 -2.263 0.612
H -0.220 -4.282 -0.195 0.407
H -3.431 -0.120 2.038 0.358
H 1.663 1.039 1.668 0.435
H 0.130 1.775 -2.231 0.374
H -1.557 -1.695 0.709 -0.567
H -6.221 2.162 -0.121 0.424
H -3.994 1.941 -1.592 0.299
H -4.202 -1.051 0.755 0.352
H -5.142 1.549 1.991 0.287
H 4.081 3.317 -1.017 0.487
H -1.537 2.913 -0.785 0.492
H -3.880 2.756 -0.027 0.349
H 2.588 -1.272 2.286 0.471
H 3.523 -2.149 1.041 0.463
H 2.208 -1.687 -1.288 0.424
```